No. 1
Entry from OMol25: a 3-piece molecular cluster, C5H9NO overall (ωB97M-V/def2-TZVPD).

Geometry (Å):
C (-1.51520, -1.34859, -0.38128)
C (-0.54232, -0.28179, -0.83107)
C (-0.30238, 0.94229, 0.04855)
C (1.04977, 1.25530, -0.50444)
C (0.87412, -0.24464, -0.32726)
N (1.32933, -1.04750, 0.62854)
O (2.02862, -0.36970, 1.48028)
H (-2.53334, -1.07197, -0.67571)
H (-1.48321, -1.48067, 0.70440)
H (-1.28094, -2.31208, -0.84339)
H (-0.64264, -0.02586, -1.89356)
H (-1.05842, 1.54057, 0.55008)
H (0.25421, 0.79150, 1.56025)
H (1.75573, 1.77087, 0.14242)
H (1.09313, 1.56686, -1.55103)
H (1.03037, 0.48989, 1.91329)

Calculated values
E: -8861.4340 eV
Kohn-Sham gap (spin up / spin down): 8.6 / 8.6 eV
LUMO energy (spin up / spin down): -0.1 / -0.1 eV
relative energy (zero: lowest compared OMol25 entry of this formula, charge and spin): 179.4 kcal per mole
total charge: 0

No. 2
Entry from OMol25: C26H24AsN4S2Zn as an isolated structure (ωB97M-V/def2-TZVPD).

Geometry (Å):
Zn (-0.19841, 1.09592, -0.44832)
C (-2.00820, 5.11775, -0.13882)
C (-1.26629, 3.86789, -0.47952)
N (-1.46657, 2.74820, 0.09114)
N (-2.39775, 2.56422, 1.06032)
C (-3.06996, 1.36183, 1.02155)
N (-3.81302, 1.10676, 2.10686)
S (-2.97559, 0.36878, -0.30781)
C (-0.25652, 3.79618, -1.57594)
C (0.27690, 4.92398, -2.16682)
C (1.21262, 4.77456, -3.18495)
C (1.57168, 3.50347, -3.58371)
C (0.99493, 2.42067, -2.93522)
N (0.10658, 2.55585, -1.95759)
H (-1.66358, 5.52619, 0.81422)
H (-3.07323, 4.89136, -0.05291)
H (-1.89160, 5.88842, -0.89335)
H (-2.74118, 3.34203, 1.60459)
H (-3.63244, 1.57083, 2.98261)
H (-4.27829, 0.21465, 2.14294)
H (-0.01213, 5.91080, -1.83797)
H (1.65086, 5.64635, -3.65089)
H (2.29138, 3.33661, -4.37158)
H (1.26178, 1.40708, -3.20711)
S (1.55231, 1.63357, 0.93319)
C (2.59716, 0.20352, 0.77652)
C (3.95263, 0.36247, 1.07608)
C (4.83247, -0.70206, 1.00334)
C (4.38537, -1.96020, 0.62017)
C (3.04686, -2.13686, 0.31632)
C (2.15518, -1.06988, 0.39981)
As (0.29821, -1.28870, -0.06356)
C (0.14831, -2.89451, -1.10245)
C (0.20900, -4.14149, -0.48335)
C (0.10808, -5.29276, -1.24933)
C (-0.05786, -5.20059, -2.62474)
C (-0.12703, -3.95959, -3.23942)
C (-0.02683, -2.80346, -2.47844)
C (-0.60357, -1.69465, 1.59514)
C (-0.11059, -1.18805, 2.79113)
C (-0.82011, -1.39635, 3.96833)
C (-2.01219, -2.10440, 3.94870)
C (-2.50414, -2.60797, 2.74935)
C (-1.80458, -2.39853, 1.57113)
H (4.30744, 1.34233, 1.36837)
H (5.87645, -0.54747, 1.24268)
H (5.07094, -2.79409, 0.55674)
H (2.69678, -3.11288, 0.00537)
H (0.32507, -4.21124, 0.59174)
H (0.15690, -6.26265, -0.77236)
H (-0.13811, -6.10132, -3.21851)
H (-0.26428, -3.89143, -4.31035)
H (-0.09004, -1.83264, -2.95608)
H (0.82166, -0.63576, 2.80946)
H (-0.42947, -1.01404, 4.90248)
H (-2.55295, -2.27897, 4.86994)
H (-3.42737, -3.17297, 2.73306)
H (-2.19366, -2.78675, 0.63785)

Calculated values
E: -164235.0146 eV
Kohn-Sham gap: 6.6 eV
LUMO energy: -3.5 eV
relative energy (zero: lowest compared OMol25 entry of this formula, charge and spin): 4.1 kcal per mole
total charge: +1

No. 3
Entry from OMol25: a 5-piece molecular cluster, C29H66BBr2F3N5O13P2S2 overall (ωB97M-V/def2-TZVPD).

Geometry (Å):
N (2.88882, -0.52073, -4.27644)
C (1.75014, -1.37456, -3.96516)
N (1.77134, -2.54208, -4.85166)
N (1.93140, -1.75719, -2.53941)
C (0.38020, -0.70306, -4.02930)
P (-0.21582, 0.58578, -5.39078)
C (0.89925, 2.03491, -4.78044)
C (0.20063, 3.35994, -4.40549)
C (0.17354, 3.62768, -2.88702)
S (1.15469, 5.08758, -2.44209)
C (2.01330, 4.60536, -1.01173)
S (2.18867, 5.54541, 0.29232)
N (2.67666, 3.34496, -1.09461)
C (3.79862, 3.10780, -1.86164)
C (4.13234, 1.82174, -1.63694)
N (3.24491, 1.23767, -0.76178)
C (2.38842, 2.16906, -0.46171)
C (-1.65065, 1.09049, -4.17035)
C (-2.71097, 0.00637, -4.00704)
C (-3.08098, -0.32254, -2.58065)
F (-2.02286, -0.88233, -1.91553)
Br (-3.64138, 1.23342, -1.56973)
C (-4.17744, -1.41238, -2.48642)
F (-3.79753, -2.47507, -3.21297)
F (-4.30063, -1.83459, -1.21737)
Br (-5.92712, -0.85078, -3.08442)
B (1.03945, 0.06967, -6.88432)
O (1.96568, 0.95395, -7.45613)
O (0.99915, -1.17227, -7.45326)
P (-1.23066, 1.96427, -7.05384)
O (-2.68139, 2.27957, -6.94033)
O (-0.37615, 3.33467, -7.41901)
O (-0.94425, 1.09795, -8.43005)
H (3.47685, -0.39692, -3.46421)
H (3.42069, -0.86757, -5.06241)
H (1.09473, -3.21640, -4.50749)
H (2.68657, -2.98046, -4.79340)
H (1.12983, -2.29374, -2.22719)
H (2.76746, -2.33038, -2.45393)
H (0.24062, -0.21641, -3.06210)
H (-0.34872, -1.52575, -4.04382)
H (-1.15640, -0.44058, -5.93452)
H (1.38526, 1.66032, -3.87351)
H (1.70408, 2.21860, -5.48836)
H (0.75262, 4.17985, -4.87494)
H (-0.80471, 3.44603, -4.81387)
H (-0.83522, 3.85189, -2.53400)
H (0.50630, 2.74910, -2.33305)
H (4.25867, 3.87047, -2.46577)
H (4.96888, 1.28862, -2.06039)
H (1.54518, 2.08247, 0.20813)
H (-1.23496, 1.35317, -3.19168)
H (-2.16025, 1.98689, -4.51838)
H (-3.63739, 0.31446, -4.49774)
H (-2.39275, -0.93540, -4.47006)
H (2.81600, 0.51812, -7.57399)
H (0.51308, -1.78983, -6.89432)
H (0.34322, 3.12832, -8.02831)
H (-0.99713, 1.66629, -9.20923)
C (-5.37470, -2.20190, 1.81401)
O (-6.79126, -2.24295, 1.91320)
C (-7.38563, -3.22367, 1.08451)
C (-7.77375, -4.46278, 1.86120)
O (-6.64699, -5.14835, 2.38279)
C (-6.39653, -4.87581, 3.74702)
H (-5.01113, -1.57976, 2.63029)
H (-4.93757, -3.19971, 1.90322)
H (-5.07126, -1.75810, 0.86547)
H (-6.71516, -3.49055, 0.26112)
H (-8.29150, -2.78678, 0.65198)
H (-8.29492, -5.15360, 1.19129)
H (-8.46073, -4.19070, 2.67032)
H (-7.13537, -5.37835, 4.38330)
H (-6.41290, -3.80362, 3.95474)
H (-5.40732, -5.26853, 3.97944)
C (3.87763, 2.06498, 4.95993)
O (3.42748, 2.73127, 3.80081)
C (4.38587, 3.62152, 3.24690)
C (5.11809, 3.02174, 2.06968)
O (5.92154, 1.90831, 2.44195)
C (5.29992, 0.66929, 2.13713)
H (3.16788, 1.26649, 5.17229)
H (4.87070, 1.63069, 4.81635)
H (3.90777, 2.74612, 5.81979)
H (5.10372, 3.92762, 4.01369)
H (3.84863, 4.51161, 2.90613)
H (5.78230, 3.78409, 1.65133)
H (4.40347, 2.73263, 1.29259)
H (5.28949, 0.50965, 1.05556)
H (4.27099, 0.63723, 2.50251)
H (5.87577, -0.12281, 2.61495)
C (6.27946, 6.35507, 4.74865)
O (6.30492, 6.91037, 3.44852)
C (5.71858, 8.19630, 3.36065)
C (6.75930, 9.29359, 3.33920)
O (7.48558, 9.36805, 4.55494)
C (8.75570, 8.74913, 4.49620)
H (6.92995, 5.48166, 4.73934)
H (6.63975, 7.05986, 5.50278)
H (5.26436, 6.03838, 5.01072)
H (5.02239, 8.35836, 4.19044)
H (5.14754, 8.23441, 2.42814)
H (6.25625, 10.25477, 3.19721)
H (7.44092, 9.13970, 2.49600)
H (9.45852, 9.35184, 3.90980)
H (8.69718, 7.74803, 4.06247)
H (9.12657, 8.67403, 5.51726)
C (-7.30423, -10.93099, 6.30629)
O (-6.41061, -9.89569, 6.66454)
C (-5.10832, -10.05524, 6.12801)
C (-4.88710, -9.20528, 4.89614)
O (-5.71143, -9.60468, 3.81742)
C (-6.85213, -8.78223, 3.63943)
H (-8.30547, -10.60423, 6.58253)
H (-7.27742, -11.13349, 5.23291)
H (-7.07257, -11.85428, 6.84967)
H (-4.91986, -11.10758, 5.88951)
H (-4.39598, -9.75018, 6.90060)
H (-3.84664, -9.31712, 4.57569)
H (-5.05464, -8.14998, 5.13717)
H (-6.57048, -7.81399, 3.21253)
H (-7.38293, -8.62234, 4.58176)
H (-7.51364, -9.29338, 2.94187)

Calculated values
E: -254372.2423 eV
Kohn-Sham gap: 5.3 eV
LUMO energy: 1.2 eV
total charge: -1

No. 4
Entry from OMol25: a single C6H10O molecule (ωB97M-V/def2-TZVPD).

Geometry (Å):
C (-2.33413, -0.13570, -0.74071)
O (-1.58499, -0.22234, 0.47233)
C (-0.28262, -0.08580, 0.50492)
C (1.98752, -0.14951, -0.59879)
C (0.21624, -0.46036, 1.86463)
C (0.57450, 0.37573, -0.51388)
C (0.03337, 1.49988, -1.09832)
H (-1.78340, -0.58578, -1.56697)
H (-3.25263, -0.69257, -0.54346)
H (-2.51281, 0.91154, -0.97200)
H (2.00877, -1.24041, -0.67985)
H (2.62348, 0.12503, 0.24893)
H (2.45498, 0.24940, -1.50264)
H (1.15915, 0.03014, 2.10292)
H (0.35972, -1.54195, 1.92097)
H (-0.54128, -0.18453, 2.59905)
H (0.87413, 2.10720, -1.49712)

Calculated values
E: -8427.4793 eV
Kohn-Sham gap: 8.1 eV
LUMO energy: 0.5 eV
relative energy (zero: lowest compared OMol25 entry of this formula, charge and spin): 86.7 kcal per mole
total charge: 0

No. 5
Entry from OMol25: a single C5H8N2 molecule (ωB97M-V/def2-TZVPD).

Geometry (Å):
C (1.41643, -0.46037, -1.18340)
C (0.75898, -0.15699, 0.17468)
C (-0.26452, 1.01609, 0.14808)
N (-1.66674, 0.58315, 0.11691)
C (-2.42893, 0.20579, 1.12499)
C (0.16855, -1.40099, 0.70018)
N (-0.24175, -2.42403, 1.05275)
H (0.67163, -0.63192, -1.96800)
H (2.06486, 0.36660, -1.49119)
H (2.03493, -1.35868, -1.10097)
H (1.55171, 0.12666, 0.87939)
H (-0.05661, 1.65641, -0.72344)
H (-0.14173, 1.63079, 1.04736)
H (-2.08257, 0.51903, -0.80660)
H (-1.78423, 0.32847, 2.02926)

Calculated values
E: -8292.1532 eV
Kohn-Sham gap: 9.1 eV
LUMO energy: 0.6 eV
relative energy (zero: lowest compared OMol25 entry of this formula, charge and spin): 65.6 kcal per mole
total charge: 0

No. 6
Entry from OMol25: an isolated ion of composition C6H13NO and charge +1 (ωB97M-V/def2-TZVPD).

Geometry (Å):
C (0.74664, 1.03877, 0.46478)
N (-0.33374, 0.04693, 0.62320)
C (-1.55782, 0.35314, -0.06775)
C (-2.70600, -0.55055, 0.28134)
O (-3.81013, -0.39422, -0.14979)
C (1.52434, 0.81085, -0.81589)
C (3.19053, -0.72593, 0.30567)
C (2.10027, -0.63144, -0.73914)
H (0.26177, 2.03619, 0.40511)
H (1.42381, 1.04942, 1.32249)
H (-0.51487, -0.18976, 1.58958)
H (-1.89912, 1.54395, 0.02953)
H (-1.29474, 0.51880, -1.13024)
H (-2.43833, -1.20422, 1.10568)
H (2.41830, 1.40753, -0.95389)
H (0.92358, 0.71151, -1.73381)
H (3.97758, 0.01766, 0.04834)
H (2.96903, -0.57320, 1.38246)
H (3.69763, -1.69261, 0.31080)
H (2.58026, -0.99762, -1.66944)
H (1.21975, -1.27672, -0.55153)

Calculated values
E: -9960.0157 eV
Kohn-Sham gap (spin up / spin down): 11.0 / 6.3 eV
multiplicity: 2
LUMO energy (spin up / spin down): -3.9 / -8.6 eV
relative energy (zero: lowest compared OMol25 entry of this formula, charge and spin): 54.0 kcal per mole
total charge: +1

No. 7
Entry from OMol25: a 4-piece molecular cluster, C3H15NO3S overall (ωB97M-V/def2-TZVPD).

Geometry (Å):
C (-1.56647, -1.43429, -0.25666)
N (-1.77061, 0.01725, -0.57491)
C (-0.54547, 0.49188, -1.23999)
C (-0.17821, 1.92618, -0.85201)
S (1.53470, 2.25483, -0.96874)
H (-0.64451, -1.59458, 0.35368)
H (-1.43707, -2.01713, -1.32013)
H (-2.37747, -2.08922, 0.20396)
H (-2.67892, 0.31225, -1.02419)
H (0.31291, -0.17643, -0.88021)
H (-0.49641, 0.42226, -2.38119)
H (-0.72329, 2.64169, -1.54156)
H (-0.57070, 2.30088, 0.13890)
H (1.45678, 3.65581, -1.06204)
H (1.34883, -0.61173, 1.58208)
H (1.33325, -1.22799, 2.86833)
O (1.61371, -1.49428, 1.97174)
H (1.98448, -1.62653, -0.17477)
H (2.86038, -0.65334, -0.67352)
O (2.68380, -1.58617, -0.78045)
H (-1.04357, 0.61430, 2.83618)
H (-0.63344, -0.07555, 1.38430)
O (-0.46267, -0.05007, 2.39118)

Calculated values
E: -21810.9458 eV
Kohn-Sham gap (spin up / spin down): 10.1 / 3.9 eV
multiplicity: 2
LUMO energy (spin up / spin down): -4.2 / -9.4 eV
relative energy (zero: lowest compared OMol25 entry of this formula, charge and spin): 47.0 kcal per mole
total charge: +1

No. 8
Entry from OMol25: C13H18Cl2FeN2O as an isolated structure (ωB97M-V/def2-TZVPD).

Geometry (Å):
Fe (2.70349, -0.35134, -0.28203)
Cl (2.65458, -1.85270, -1.77742)
Cl (3.27286, 1.69698, -0.38088)
C (3.91832, -0.97459, 0.75847)
H (4.42500, -0.33025, 1.51559)
H (4.21367, -2.04687, 0.70117)
C (-0.36642, 1.35234, -1.46916)
C (0.45115, 0.87788, -2.33291)
H (-0.03870, 2.07665, -0.71577)
C (0.07310, -0.09323, -3.41964)
H (1.49915, 1.20689, -2.35912)
C (-1.44320, -0.36324, -3.51024)
H (0.43370, 0.27779, -4.39054)
H (0.60382, -1.04537, -3.25088)
C (-2.14235, -0.29563, -2.15333)
H (-1.88674, 0.39184, -4.17251)
H (-1.61890, -1.33994, -3.97778)
C (-1.83535, 1.02597, -1.42968)
H (-3.22441, -0.40313, -2.29067)
H (-1.81237, -1.13291, -1.52501)
H (-2.40289, 1.83294, -1.92404)
H (-2.19745, 0.98928, -0.39246)
N (-1.05965, 0.87652, 4.90458)
C (-0.10822, 1.13716, 3.94378)
O (0.70472, 2.04875, 4.05760)
C (-0.16079, 0.27350, 2.71792)
C (-1.22988, -0.56606, 2.36835)
C (-1.09523, -1.39573, 1.25558)
C (0.08967, -1.38363, 0.51560)
N (1.09338, -0.50788, 0.79821)
C (0.94276, 0.34115, 1.86429)
H (-0.93520, 1.36652, 5.77794)
H (-1.50839, -0.02627, 4.95663)
H (-2.14853, -0.56462, 2.95365)
H (-1.89298, -2.07299, 0.95391)
H (0.26638, -2.07075, -0.31636)
H (1.76191, 1.04499, 2.02718)

Calculated values
E: -78233.4109 eV
Kohn-Sham gap (spin up / spin down): 4.7 / 6.4 eV
multiplicity: 6
LUMO energy (spin up / spin down): 2.6 / 2.5 eV
relative energy (zero: lowest compared OMol25 entry of this formula, charge and spin): 0.0 kcal per mole
total charge: -1